[1]
The following is a DFT calculation (ωB97M-V/def2-TZVPD) of a gas-phase ion, C5H10N3 (charge +1) in a non-equilibrium geometry.

Output
SMILES	C1=NC[NH2+]C[C@@]12CN2
ΔE to the lowest compared entry with this formula, charge and spin	87.2	kcal per mole
HOMO-LUMO gap	10.2	eV
net charge	+1
2S+1	1
M	112.16	g/mol
LUMO energy	-3.5	eV

```
18
Properties=species:S:1:pos:R:3:forces:R:3:nbo_charge:R:1
C 0.070846 1.729074 0.077936 -0.94 -0.39 1.18 0.17
C 2.316130 0.460325 -0.527814 -2.18 0.82 0.21 -0.21
C 0.028523 -0.822699 -0.101982 -0.65 0.13 0.47 -0.22
C -2.077970 0.647886 -0.052773 0.29 -0.16 1.12 -0.07
C 0.819065 0.465092 0.089029 2.61 -0.29 -0.27 -0.05
N -1.200917 1.697477 -0.005482 0.98 2.25 0.82 -0.42
N 2.026458 0.404533 0.939258 0.32 0.74 -2.09 -0.55
N -1.398948 -0.730005 0.480715 0.19 1.89 -2.73 -0.53
H 0.606326 2.687700 0.320609 -0.56 -0.92 -0.76 0.24
H 2.370688 -0.432847 -1.198562 0.65 0.58 1.04 0.21
H 2.759741 1.439636 -0.965568 -0.93 -1.84 1.05 0.24
H -0.271864 -1.028033 -1.130889 0.82 -0.10 -0.15 0.23
H 0.587573 -1.654903 0.378293 -0.66 0.34 -0.53 0.25
H -3.020378 0.810976 0.521194 0.99 -0.24 0.21 0.24
H -2.391585 0.656446 -1.048841 -0.53 -1.31 -1.91 0.24
H 2.251869 -0.484070 1.358341 -0.24 -0.37 0.03 0.38
H -1.932924 -1.487483 0.099517 -0.44 -0.71 0.23 0.43
H -1.538144 -0.609632 1.440697 0.28 -0.42 2.09 0.43
```
Positions in Å, forces in eV/Å.

***

[2]
The following is a DFT calculation (ωB97M-V/def2-TZVPD) of 2 unconnected molecules or ions with the total composition C3H8NP in a non-equilibrium geometry.

Output
SMILES	N#[PH2].C1CC1
ΔE to the lowest compared entry with this formula, charge and spin	106.3	kcal per mole
HOMO-LUMO gap	9.3	eV
2S+1	1
M	89.08	g/mol
LUMO energy	-0.6	eV

```
13
Properties=species:S:1:pos:R:3:forces:R:3:nbo_charge:R:1
C -0.077178 -0.018058 -1.948807 0.56 1.76 -0.24 -0.41
C 1.056807 0.719815 -1.321903 -1.72 -0.32 -0.72 -0.42
C -0.377211 1.035526 -0.957785 0.63 -2.67 1.52 -0.41
N 0.758142 -0.574291 2.478307 2.90 2.03 -2.20 -0.92
P -0.443287 -1.054984 3.116156 -3.79 -3.85 4.15 1.05
H -0.199081 0.117720 -2.964358 -0.54 0.92 -2.00 0.19
H -0.182839 -0.996056 -1.777963 -0.50 -3.58 1.38 0.19
H 1.542779 0.094013 -0.678553 1.64 -0.98 1.82 0.21
H 1.624651 1.215035 -2.059683 0.55 1.20 -0.11 0.21
H -0.787186 0.590612 0.010529 0.73 1.41 -1.31 0.22
H -0.743790 1.867498 -1.421386 -1.33 2.29 -0.32 0.21
H -0.388760 -2.349522 3.921200 -0.08 1.33 -1.08 -0.08
H -1.783049 -0.647308 3.604248 0.96 0.47 -0.90 -0.04
```
Positions in Å, forces in eV/Å.

***

[3]
The following is a DFT calculation (ωB97M-V/def2-TZVPD) of a molecular structure, C26H31NO9S2Y in a non-equilibrium geometry.

Output
ΔE to the lowest compared entry with this formula, charge and spin	32.6	kcal per mole
HOMO-LUMO gap	8.3	eV
net charge	-1
2S+1	1
M	654.57	g/mol
LUMO energy	2.3	eV

```
70
Properties=species:S:1:pos:R:3:forces:R:3:nbo_charge:R:1
Y 3.216503 -17.583390 -6.809549 0.22 0.00 0.26 2.04
O 1.459035 -19.301898 -6.572688 0.07 -0.67 0.34 -0.75
C 1.878257 -20.679379 -6.802238 -0.35 1.12 -0.47 -0.07
C 2.493390 -20.591063 -8.214308 -1.72 -0.81 0.65 -0.23
N 3.604890 -19.671069 -8.184665 -0.48 0.68 -1.91 -0.50
C 4.822059 -20.184254 -7.568446 0.19 -1.23 -0.17 -0.35
C 4.698193 -20.259544 -6.038986 0.04 -0.12 1.80 0.78
O 5.095754 -21.223707 -5.358721 -0.33 1.14 -1.51 -0.67
O 4.119012 -19.205417 -5.533380 0.64 -0.49 -0.75 -0.86
C 3.941212 -19.252082 -9.591466 0.75 0.09 0.46 -0.35
C 4.742537 -17.899108 -9.593177 -0.94 -2.24 1.02 0.80
O 5.200436 -17.593059 -10.656277 0.85 1.16 -1.51 -0.67
O 4.839199 -17.338843 -8.453933 -0.33 0.70 0.37 -0.86
H 1.031163 -19.225035 -5.708879 0.21 0.20 0.04 0.52
H 1.009061 -21.312837 -6.656659 -0.25 -0.24 -0.72 0.18
H 2.583183 -21.030115 -6.060102 0.33 0.24 0.14 0.21
H 1.703127 -20.251179 -8.937405 0.77 0.01 0.79 0.22
H 2.751406 -21.600874 -8.528175 0.46 -0.27 -0.17 0.19
H 5.540497 -19.397741 -7.815518 0.50 -0.57 0.24 0.25
H 5.084028 -21.195807 -8.006571 0.01 1.04 0.43 0.19
H 3.075533 -19.085780 -10.246617 -0.07 -0.21 0.58 0.23
H 4.580750 -20.030521 -10.071580 -0.39 0.47 0.21 0.20
C 7.757096 -16.866514 -7.535302 0.26 -1.13 1.61 -0.63
C 7.037928 -16.633442 -6.202729 0.47 -0.11 -1.53 -0.01
C 7.084482 -17.509659 -5.140158 0.01 -1.59 0.38 -0.20
C 6.223051 -17.369155 -4.064277 -0.05 0.69 1.92 0.01
C 6.377892 -18.221634 -2.788395 0.26 -0.75 -1.18 -0.63
C 5.319523 -16.280313 -4.016221 0.32 0.43 -0.18 -0.23
C 5.326567 -15.329995 -5.033270 1.66 -0.28 -2.00 0.00
C 4.487233 -14.095020 -5.078387 -0.93 -0.09 -0.15 -0.65
C 6.227961 -15.529288 -6.137893 -1.32 0.78 0.86 -0.24
H 8.094772 -15.905134 -7.879113 0.32 0.09 -0.62 0.21
H 7.081712 -17.364726 -8.211414 -0.45 0.46 -0.45 0.24
H 8.556400 -17.622148 -7.435449 0.19 0.69 0.17 0.20
H 7.728301 -18.419033 -5.184910 -0.41 0.85 0.05 0.20
H 6.678374 -17.673699 -1.902450 0.44 0.42 -0.12 0.21
H 7.062521 -19.077834 -2.966370 -0.16 0.65 0.13 0.21
H 5.458184 -18.686263 -2.490206 -0.83 -0.21 -0.16 0.23
H 4.670408 -16.050968 -3.157116 0.29 -0.62 -0.32 0.22
H 4.358731 -13.699387 -6.144976 0.01 -0.62 1.71 0.24
H 4.904447 -13.328798 -4.426058 0.14 0.21 -0.11 0.21
H 3.532367 -14.401248 -4.607019 0.02 0.59 -0.62 0.24
H 6.254564 -14.791231 -6.962628 -0.21 -0.53 0.53 0.21
C 2.579023 -15.305148 -9.967071 0.87 -1.17 -0.32 -0.90
S 1.748042 -15.594954 -8.419003 -0.47 1.23 -0.36 2.38
O 2.787998 -15.197806 -7.434305 -0.57 -0.89 0.21 -1.01
O 0.516930 -14.806720 -8.384092 1.46 -1.02 -0.16 -0.94
O 1.526514 -17.075348 -8.342565 0.37 0.45 0.19 -1.04
H 2.443121 -14.257931 -10.147414 -0.18 0.44 -0.54 0.24
H 2.170255 -15.995705 -10.714241 -0.38 0.62 -0.03 0.24
H 3.676952 -15.552482 -9.974499 -1.08 0.28 0.67 0.27
C -1.274018 -20.075184 0.354683 1.09 0.83 -1.39 -0.73
C -2.153026 -19.260855 1.258626 -0.06 -0.07 -0.73 0.45
O -3.008275 -19.761215 1.936064 -0.01 0.44 0.35 -0.55
S -1.901240 -17.456394 1.247223 -0.49 -0.46 0.93 0.21
C -0.821842 -17.152633 -0.094994 0.83 -0.19 -0.54 -0.26
C 0.565763 -17.327850 0.005670 0.14 0.45 -2.02 -0.19
C 1.370738 -17.240880 -1.170334 0.66 -0.63 1.71 -0.20
C 0.772480 -16.959286 -2.404704 0.59 0.72 -0.24 -0.11
C -0.576429 -16.593151 -2.451256 -1.80 -1.66 -0.09 -0.19
C -1.401113 -16.814521 -1.309929 0.67 0.14 -0.87 -0.20
C 1.531137 -16.998061 -3.630089 0.54 -0.01 -1.50 -0.12
C 2.088099 -17.035755 -4.742948 -1.01 0.13 2.11 -0.51
H -1.577364 -21.100811 0.311970 -0.31 -0.56 0.43 0.23
H -0.227581 -20.003216 0.734980 -0.66 -0.07 -0.51 0.24
H -1.298227 -19.719998 -0.729734 0.19 -0.09 1.52 0.25
H 0.951442 -17.575252 0.963860 0.60 -0.16 0.56 0.21
H 2.495052 -17.466978 -1.126956 -1.92 0.37 -0.06 0.23
H -1.025050 -16.523209 -3.475875 0.36 0.41 1.20 0.23
H -2.492811 -16.869272 -1.299233 0.32 0.54 -0.58 0.22
```
Positions in Å, forces in eV/Å.

***

[4]
The following is a DFT calculation (ωB97M-V/def2-TZVPD) of 2 unconnected molecules or ions with the total composition C39H44NO3 in a non-equilibrium geometry.

Output
HOMO-LUMO gap	3.1	eV
net charge	-1
2S+1	1
M	574.79	g/mol
LUMO energy	1.2	eV

```
87
Properties=species:S:1:pos:R:3:forces:R:3:lowdin_charge:R:1
C -1.054030 -4.333803 1.725906 0.30 0.12 0.05 -0.05
C -2.271693 -3.421756 1.529654 0.08 0.09 0.02 -0.55
C -2.841112 -3.677643 0.133753 0.04 0.07 -0.12 -0.07
C -3.340215 -3.827057 2.553513 -0.08 0.21 0.22 -0.05
C -1.866460 -1.942685 1.725707 -0.27 0.23 -0.87 -0.06
C -1.976437 -1.009500 0.735010 -0.33 -1.07 0.17 0.04
C -1.629726 0.374417 0.917796 -0.29 1.52 -1.71 -0.18
C -1.830270 1.301004 -0.119337 -0.21 -2.35 1.58 0.06
C -1.489778 2.691712 -0.043774 0.70 2.13 0.07 -0.23
C -0.218642 3.123549 0.431008 -0.62 -0.40 -0.24 -0.02
C 0.082420 4.470974 0.545238 -0.19 0.10 0.02 -0.04
C -0.865193 5.448017 0.226492 -0.12 -0.40 -0.09 -0.28
C -0.539821 6.893985 0.432673 0.09 0.32 0.03 -0.06
C -2.106870 5.046363 -0.284924 0.33 0.19 0.10 -0.05
C -2.400384 3.704234 -0.458823 0.24 -0.94 0.29 -0.03
C -1.151731 0.769481 2.212565 0.48 -0.20 1.31 0.03
C -0.979858 -0.107310 3.247055 0.10 1.04 -0.41 -0.06
C -0.436890 0.333931 4.626995 -0.14 -0.09 -0.16 -0.54
C -1.462568 0.032889 5.727952 -0.20 -0.12 -0.06 -0.05
C -0.133836 1.832486 4.669066 0.00 0.09 -0.05 -0.08
C 0.858509 -0.421386 4.953146 0.09 -0.18 -0.18 -0.05
C -1.321548 -1.522792 3.032606 0.30 -1.34 1.17 -0.26
O -1.148114 -2.362647 3.948290 -0.30 1.15 -1.13 0.00
H -0.656246 -4.208785 2.736028 -0.01 -0.12 -0.21 0.07
H -1.345857 -5.380737 1.583140 0.04 0.13 -0.03 0.08
H -0.269105 -4.084701 1.002409 -0.08 -0.11 0.07 0.09
H -3.745599 -3.083808 -0.038994 0.09 -0.05 -0.05 0.09
H -2.107335 -3.448081 -0.646583 -0.13 -0.03 0.04 0.09
H -3.112243 -4.737133 0.035131 0.08 0.21 0.07 0.09
H -4.238165 -3.210880 2.431882 0.03 -0.09 0.03 0.09
H -3.614921 -4.878501 2.407885 0.03 0.14 -0.02 0.08
H -2.957203 -3.699063 3.568560 -0.14 -0.06 -0.13 0.07
H -2.347695 -1.294510 -0.254381 0.16 0.11 0.35 0.12
H -2.346379 0.955535 -1.015151 0.22 -0.03 0.00 0.12
H 0.529665 2.372348 0.689052 -0.19 0.19 -0.12 0.12
H 1.061872 4.785320 0.912552 -0.23 -0.14 -0.11 0.12
H -1.376980 7.527940 0.129460 0.13 -0.01 0.04 0.07
H -0.319246 7.096061 1.488235 -0.06 -0.01 -0.16 0.08
H 0.347022 7.189487 -0.141958 -0.18 -0.04 0.06 0.08
H -2.839607 5.815218 -0.544157 0.18 -0.29 0.00 0.11
H -3.359334 3.395635 -0.884733 0.27 0.13 0.16 0.12
H -0.932134 1.823876 2.371272 -0.11 -0.31 -0.05 0.09
H -1.672236 -1.038770 5.766302 -0.01 0.20 0.05 0.08
H -1.064851 0.354048 6.697810 -0.07 -0.02 -0.10 0.08
H -2.397260 0.572884 5.534840 0.09 -0.06 0.08 0.09
H 0.626376 2.109599 3.929311 -0.12 0.02 0.07 0.09
H -1.039007 2.426617 4.497731 0.14 -0.01 -0.03 0.09
H 0.254271 2.098213 5.660689 -0.07 -0.09 -0.16 0.08
H 1.621958 -0.209903 4.195429 -0.03 -0.05 0.13 0.09
H 1.235401 -0.104985 5.932985 -0.03 0.00 -0.13 0.08
H 0.668297 -1.497157 4.974584 0.13 0.20 0.02 0.08
C -0.492970 4.575379 -3.798832 0.02 0.20 -0.18 -0.08
C -1.005743 3.164016 -3.679051 0.48 -0.54 -0.11 -0.23
O 0.098487 2.296802 -4.055087 -1.00 1.22 0.33 -0.05
C -0.165672 0.974405 -3.915239 1.33 -2.56 -1.47 -0.54
C 1.034680 0.183702 -4.236826 -0.43 3.09 -0.54 -0.16
N 1.137264 -1.016779 -3.779485 -1.68 -2.85 1.21 0.06
C 2.051063 -1.663409 -3.084108 0.35 0.64 -0.74 -0.22
C 2.018589 -3.120119 -3.103662 -0.46 0.30 0.72 -0.17
C 2.750325 -3.918822 -2.196952 -0.05 -0.27 -0.26 -0.06
C 2.663217 -5.308539 -2.253107 -0.21 0.28 -0.23 -0.12
C 1.818791 -5.923530 -3.186270 -0.06 0.00 -0.08 -0.14
C 1.061141 -5.135402 -4.067590 0.26 0.31 0.50 -0.11
C 1.154417 -3.743933 -4.018755 -0.01 -0.72 -0.24 -0.04
C 3.034894 -0.899590 -2.297434 1.15 0.29 -0.74 -0.16
C 4.381108 -1.311473 -2.212779 -0.10 0.47 0.32 -0.06
C 5.335647 -0.496631 -1.598322 -0.24 0.12 0.18 -0.11
C 4.975846 0.762370 -1.103315 -0.03 -0.10 -0.14 -0.12
C 3.642140 1.189496 -1.194045 -0.11 -0.55 0.00 -0.10
C 2.673806 0.347049 -1.741155 0.34 0.03 0.28 -0.03
O -1.229851 0.523948 -3.518713 -0.63 0.63 0.64 0.01
H -1.188940 5.283817 -3.340622 0.00 -0.05 -0.04 0.06
H 0.479453 4.678864 -3.303771 -0.18 -0.05 -0.09 0.08
H -0.388989 4.825257 -4.858789 0.16 0.13 0.14 0.07
H -1.328076 2.945473 -2.652836 0.15 -0.09 -0.37 0.09
H -1.847456 2.974726 -4.358704 0.08 0.05 0.22 0.12
H 1.799555 0.699550 -4.830893 0.55 0.22 1.07 0.10
H 3.381894 -3.435963 -1.450529 -0.24 -0.26 -0.17 0.09
H 3.255538 -5.908254 -1.563224 -0.17 0.05 -0.10 0.09
H 1.738861 -7.010820 -3.214000 0.06 0.24 -0.05 0.08
H 0.390383 -5.597009 -4.788729 0.09 -0.02 0.13 0.09
H 0.556307 -3.112135 -4.679006 0.29 -0.21 0.20 0.10
H 4.672574 -2.269586 -2.649495 -0.03 0.42 0.09 0.10
H 6.365319 -0.848222 -1.511258 -0.21 0.16 -0.06 0.09
H 5.725613 1.411085 -0.648346 -0.15 -0.16 -0.14 0.08
H 3.345832 2.179906 -0.843645 0.13 -0.26 0.04 0.09
H 1.625744 0.662138 -1.752322 0.45 -0.10 -0.19 0.11
```
Positions in Å, forces in eV/Å.